Here is a 14-piece molecular cluster, C45H101N11O17 overall at a distorted geometry from the OMol25 dataset. Energies are from ωB97M-V/def2-TZVPD.

```
174
Properties=species:S:1:pos:R:3:forces:R:3
C 2.978915 -2.716846 -5.531487 -0.1789 -0.3557 -0.6637
O 3.456738 -1.620919 -5.329750 0.2802 0.1258 0.3862
N 1.656569 -2.981727 -5.582305 -0.1557 -0.0062 0.2904
C 1.147037 -4.295855 -5.895600 0.2638 -0.2917 0.3452
C 0.696549 -2.028937 -5.084315 -0.1615 0.3231 -0.2507
H 3.572983 -3.615691 -5.773628 0.1858 0.1544 0.0617
H 1.044951 -4.932385 -5.006306 -0.0626 0.1282 0.0025
H 1.834473 -4.802428 -6.570180 -0.1653 -0.0183 -0.1642
H 0.155499 -4.195467 -6.329246 0.0694 -0.0443 -0.2933
H 1.202700 -1.101372 -4.835987 0.0708 -0.0598 0.2092
H -0.038255 -1.790959 -5.857881 -0.1025 -0.1164 0.0587
H 0.188003 -2.442340 -4.211385 -0.0905 0.1412 0.0605
C -1.279384 0.751284 -1.118791 -0.5505 0.3155 -0.2229
O -1.564249 1.003894 -2.285215 0.2620 -0.1965 0.1947
N -0.090926 0.352292 -0.647645 -0.4246 0.1606 -0.5715
C 0.054173 0.008539 0.724904 1.3197 -0.8394 0.8290
C 1.048918 0.156302 -1.516677 -0.1138 0.3228 0.4361
H -2.008318 0.886284 -0.306388 -0.0682 -0.1119 -0.0765
H -0.864167 0.135763 1.284291 -0.0869 0.2129 -0.0010
H 0.891924 0.547980 1.188829 -0.3350 0.4424 -0.0294
H 0.395602 -1.032133 0.829394 -0.4508 -0.1157 -0.1282
H 1.857252 0.782596 -1.130261 0.2362 -0.2009 -0.1994
H 1.337605 -0.895316 -1.476636 0.1769 0.1840 -0.2542
H 0.763377 0.478871 -2.513475 0.0869 -0.2026 -0.1183
C 0.840473 5.940979 -1.965743 -0.0049 -0.3436 -0.0308
O 0.807166 6.918605 -1.249185 0.0997 0.2573 0.2294
N 0.307187 4.735773 -1.664025 0.1553 0.0377 -0.1295
C 0.307940 3.638541 -2.589068 0.0098 -0.9743 -0.3019
C -0.334398 4.485550 -0.395676 0.1963 0.4153 0.2413
H 1.353013 5.935522 -2.942371 -0.1166 0.0480 -0.0627
H -0.692521 3.212955 -2.703345 -0.0120 0.1705 0.0010
H 0.927463 2.806830 -2.224869 0.0043 0.1760 0.0578
H 0.677623 3.889799 -3.582259 0.0352 0.3703 0.0966
H 0.080376 3.602049 0.095201 -0.0497 -0.1463 -0.1945
H -0.133058 5.345582 0.242016 -0.2195 0.0409 -0.0032
H -1.407332 4.343326 -0.513758 -0.0324 -0.0425 0.0143
C -0.071881 -4.264476 2.119887 0.4420 -0.0006 0.5989
O -0.225278 -3.581503 1.126132 -0.4293 0.3101 -0.4996
N -0.080246 -5.604472 2.169707 -0.1844 -0.1472 0.0403
C 0.184720 -6.310330 3.417201 0.4080 -0.0297 -0.4975
C -0.352175 -6.391604 0.979073 -0.1637 0.1157 0.4131
H 0.151804 -3.801040 3.089363 -0.0876 -0.1076 0.2390
H -0.723309 -6.745981 3.833700 -0.0059 0.0738 0.1077
H 0.669348 -5.628903 4.109525 -0.2624 0.0827 0.2513
H 0.904561 -7.111220 3.221604 -0.1233 -0.0123 -0.0046
H -0.706551 -5.732522 0.192798 0.1559 0.0455 -0.0721
H 0.558529 -6.914718 0.683805 -0.1201 -0.1149 -0.1890
H -1.154346 -7.100336 1.196635 0.1502 -0.1595 -0.0287
C 1.536414 3.693062 5.108770 -0.8477 0.0843 -0.4137
O 2.189695 2.732793 5.447601 0.4495 -0.1617 0.3477
N 0.789891 3.737037 3.973927 0.6197 -0.3345 0.0855
C 0.852626 2.600664 3.041856 -0.0169 1.0270 0.6973
C 0.038571 4.905038 3.604233 -0.2085 0.1577 -0.0822
H 1.416965 4.607873 5.714845 0.2237 -0.0040 0.0200
H 1.646134 1.955515 3.403666 0.0384 -0.1777 -0.1732
H 1.089732 3.030889 2.071878 -0.1004 -0.4059 -0.2601
H -0.104316 2.088246 3.043842 -0.0079 -0.1613 -0.3514
H -1.032860 4.686512 3.618537 -0.0248 0.1836 -0.0006
H 0.269504 5.723779 4.285521 -0.1595 -0.0714 0.1431
H 0.293482 5.265199 2.604763 0.0566 -0.1876 -0.0710
C 6.086298 -0.277588 -0.849344 -0.3343 0.7108 -0.3147
O 6.699618 -0.968899 -0.062131 0.1866 -0.3691 0.5182
N 5.731827 -0.639633 -2.095226 -0.5005 -0.4543 -0.2105
C 4.886376 0.189166 -2.952655 0.2567 0.3579 0.4083
C 5.881652 -2.027484 -2.493721 0.6257 -0.0073 -0.2718
H 5.757552 0.744167 -0.594104 0.0681 0.0111 -0.0848
H 3.895493 0.360435 -2.521927 0.0142 -0.1438 -0.0366
H 4.789497 -0.306403 -3.911428 -0.0888 -0.0207 -0.0522
H 5.346635 1.167616 -3.109787 -0.0015 -0.0331 0.0155
H 6.314533 -2.062857 -3.495593 -0.0420 -0.0683 0.0014
H 6.568382 -2.511035 -1.805311 -0.0545 -0.0553 0.0298
H 4.946222 -2.580668 -2.519040 -0.1955 0.1206 0.0870
C 5.225737 -2.842973 2.480371 -0.3625 0.4087 0.3749
O 5.338762 -4.014920 2.779036 0.1850 0.0186 -0.2723
N 4.074950 -2.128135 2.641836 -0.0630 -0.3786 0.3013
C 4.014378 -0.724370 2.408975 0.3645 1.0112 -0.4185
C 2.905769 -2.746133 3.213705 -0.1916 -0.5715 -0.2466
H 6.017505 -2.192635 2.077843 0.2048 -0.3160 -0.1111
H 3.818137 -0.147547 3.321780 -0.1463 -0.1948 0.0560
H 3.261407 -0.451639 1.660159 -0.0841 -0.0993 0.0649
H 4.968387 -0.357040 2.018452 -0.0214 -0.2074 -0.0351
H 2.529241 -2.204917 4.083541 0.0676 0.0966 -0.0041
H 2.105971 -2.834539 2.470008 -0.0067 0.2736 0.0109
H 3.161962 -3.764070 3.501448 0.0761 0.0466 0.1447
C -3.161242 3.088276 1.589898 -0.5147 0.0749 0.2272
O -2.097068 2.573444 1.330130 0.5926 -0.1458 -0.1233
N -3.707356 3.120188 2.825541 -0.3215 0.2823 -0.0888
C -5.092177 3.483620 2.993686 -0.8782 -0.3347 -0.5157
C -3.050073 2.482262 3.926179 0.6622 -0.0683 0.5227
H -3.799746 3.577070 0.839782 0.0533 0.0107 -0.1561
H -5.300383 4.153779 3.826591 0.3784 0.1002 0.0201
H -5.738094 2.601779 3.125966 0.2878 -0.0389 0.2145
H -5.464788 3.930026 2.068797 0.1741 0.2429 0.1053
H -3.106817 3.111462 4.816401 -0.4229 -0.1747 0.1049
H -3.430989 1.473821 4.104254 -0.1594 0.0736 0.2500
H -1.984083 2.399060 3.738937 0.0111 -0.0788 -0.3347
C 3.219016 -4.711467 -2.668722 -0.6497 -0.3471 0.4949
O 4.363550 -5.072600 -2.809650 0.5371 0.0418 -0.1335
N 2.696655 -4.114712 -1.572330 0.2788 0.1767 -0.3673
C 1.291614 -3.789334 -1.467774 0.2583 0.2257 -0.8228
C 3.479854 -3.922444 -0.362239 -0.4192 -0.5722 0.0616
H 2.441616 -4.936568 -3.421115 0.0132 0.2525 -0.0842
H 0.837160 -4.345623 -0.654148 -0.1776 0.3641 0.0148
H 0.779373 -3.991143 -2.411392 0.0855 -0.4298 0.0036
H 1.188578 -2.703882 -1.377012 -0.1799 -0.2797 0.6530
H 4.537772 -4.016698 -0.561350 0.1564 0.1135 -0.1433
H 3.237176 -2.963447 0.092345 0.1087 0.1062 -0.0285
H 3.200467 -4.720480 0.336270 0.1240 0.1749 0.1984
C 0.235283 -2.313258 6.334193 -0.0609 0.4833 0.0515
O 0.161456 -3.391882 5.793644 -0.0109 -0.8251 -0.2508
N -0.253509 -1.170512 5.826798 -0.2089 0.4569 0.0044
C -0.070576 0.109950 6.473333 -0.0648 0.5121 -0.2668
C -1.108385 -1.125840 4.652550 -0.5109 -0.2922 0.5508
H 0.706786 -2.154241 7.315342 0.1771 -0.0879 0.0329
H 0.453932 0.046255 7.423537 0.1016 -0.2565 -0.0543
H -1.030892 0.607111 6.657140 -0.0375 -0.2218 0.0261
H 0.493912 0.769408 5.804940 0.1061 0.0108 0.1868
H -1.198778 -2.100248 4.182893 0.5099 -0.0347 -0.1465
H -2.133170 -0.919552 4.985235 0.0887 0.3640 -0.1624
H -0.760791 -0.350659 3.968580 -0.0153 -0.1047 -0.1537
C 3.237433 3.057684 0.080516 0.2819 -0.0724 -0.4582
O 3.653718 1.927990 -0.117312 -0.1501 -0.0519 0.1628
N 3.488083 3.807732 1.164938 0.4848 0.0064 -0.1131
C 3.096524 5.187677 1.204426 -1.0574 0.5031 0.5815
C 4.457646 3.391603 2.161310 -0.2797 0.0531 0.5289
H 2.631942 3.590758 -0.673819 -0.1718 -0.0410 0.1280
H 3.914133 5.893326 1.055978 0.1170 -0.1010 -0.0626
H 2.626123 5.391152 2.176405 0.3680 0.0559 0.0558
H 2.285891 5.409253 0.508301 0.2952 -0.1282 -0.3718
H 5.418406 3.897268 2.032733 -0.0118 -0.0791 -0.1879
H 4.078854 3.669938 3.150116 0.0132 -0.0625 -0.0486
H 4.589405 2.315235 2.145765 0.0424 -0.0366 -0.1961
O -0.007442 -0.100087 -8.747421 -0.0099 -0.1709 0.3255
C 0.577643 0.489799 -7.869740 0.3574 0.2337 -0.6525
O 0.046588 1.548401 -7.236787 0.2283 -0.2075 0.5145
C -1.263223 1.904205 -7.661122 -0.6288 0.2822 -0.8853
C -1.952500 2.765221 -6.640537 0.3007 0.2661 0.4269
C 2.028729 0.236330 -7.536684 -0.5268 -0.0164 -0.1390
H -1.835263 1.010778 -7.915730 0.0437 -0.0570 0.3310
H -1.189457 2.444074 -8.613984 0.1825 0.0047 0.1121
H -2.913283 3.095104 -7.035641 -0.0553 -0.1228 0.0884
H -1.379605 3.663336 -6.394604 0.0778 -0.0290 -0.2309
H -2.084702 2.245735 -5.694700 -0.2236 -0.1903 0.0297
H 2.275227 0.179598 -6.482026 -0.1590 0.0588 0.0975
H 2.588275 1.062770 -7.976401 0.1340 -0.0907 -0.0289
H 2.270439 -0.702331 -8.025837 0.2978 0.0501 0.0257
O -5.499688 2.640980 -1.385490 0.4531 0.3979 -0.1161
C -6.100371 1.766193 -0.826977 -0.6255 0.0873 -0.1318
O -5.879676 0.464717 -1.024320 -0.1843 0.1021 0.2962
C -4.966221 0.081780 -2.064741 0.8580 0.0974 -0.0919
C -5.682704 -0.048777 -3.373238 -1.2467 -0.8342 -0.0479
C -7.265250 2.021685 0.108268 0.8397 -0.3319 0.1129
H -4.537247 -0.830980 -1.657708 0.0037 -0.2427 -0.4186
H -4.146669 0.781586 -2.238916 -0.0902 0.2512 0.6784
H -6.258759 0.853932 -3.581326 0.3846 0.1964 -0.1710
H -6.442020 -0.840359 -3.330312 0.1624 -0.0344 0.0456
H -5.018716 -0.301453 -4.195489 0.1681 0.2388 0.0025
H -7.456618 3.087665 0.102772 -0.3019 0.0159 -0.0813
H -6.978399 1.725448 1.121245 -0.1263 -0.1062 -0.0507
H -8.101335 1.406045 -0.212466 -0.1864 0.1742 0.0931
O -4.479520 -1.286589 4.072698 0.0728 -0.4121 0.3434
C -4.583813 -1.345405 2.873056 0.2127 1.2143 0.1620
O -5.688606 -1.700076 2.235672 -0.3493 -0.6647 -0.4390
C -6.773786 -2.229357 3.014158 -0.1750 -0.1813 0.4895
C -7.906512 -1.233461 3.008743 0.5191 0.9744 -0.4492
C -3.540781 -0.803106 1.938633 -0.0093 0.1105 0.0853
H -6.432138 -2.407383 4.034438 0.0489 -0.0271 -0.1122
H -7.044979 -3.185065 2.569290 -0.0193 0.0553 -0.1429
H -7.556763 -0.305341 3.477412 -0.1171 -0.2185 0.3306
H -8.801304 -1.580534 3.513649 -0.0566 -0.1181 -0.0308
H -8.114398 -0.903780 1.986117 -0.3157 -0.4299 -0.0089
H -2.791523 -1.559198 1.698493 -0.0626 -0.0112 -0.1254
H -3.055069 0.012052 2.470989 0.1966 -0.0279 -0.0703
H -4.011278 -0.400988 1.043034 0.0944 -0.2077 -0.1487
```
Forces are in eV/Å.

As for the charge: 0. As for the HOMO energy: -0.317 Ha. Its energy relative to the best compared isomer or geometry (same formula, charge and spin) is 0.0 kcal per mole. The calculation puts the HOMO-LUMO gap at 0.3252 hartree. The calculation puts the total energy at -3656.707671 Eh. For the largest force on an atom, the calculation gives 0.034 Eh/bohr. The lowest unoccupied orbital energy is 0.2 eV.